# 1
Molecular formula: C73H166N8O14
Method: DFT, ωB97M-V/def2-TZVPD

As for the LUMO energy: 0.0 eV. As for the gap between HOMO and LUMO: 7.480 eV. As for the HOMO energy: -7.49 eV. The value obtained for the energy above the lowest of the compared OMol25 structures with the same formula, charge and spin is 134.9 kcal per mole. The total energy is -4371.8045 Ha.

Positions of all 261 atoms, in Å:
C (12.918, 32.040, 21.168)
O (13.977, 32.430, 20.276)
H (12.025, 32.022, 20.544)
H (12.851, 30.993, 21.463)
H (12.897, 32.738, 22.005)
H (13.642, 33.168, 19.762)
O (6.544, 34.203, 24.404)
H (7.212, 34.067, 23.731)
H (5.713, 34.069, 23.947)
O (9.411, 37.604, 26.068)
H (9.518, 37.203, 25.205)
H (8.740, 37.074, 26.498)
O (5.974, 32.234, 26.490)
H (5.938, 32.948, 25.853)
H (6.897, 31.982, 26.516)
O (3.979, 33.706, 23.903)
H (3.620, 32.872, 23.602)
H (3.259, 34.121, 24.377)
O (7.775, 35.428, 26.437)
H (7.056, 35.499, 27.064)
H (7.373, 35.057, 25.651)
C (0.915, 34.448, 14.504)
C (0.152, 35.141, 15.713)
C (-0.549, 34.119, 16.621)
C (0.486, 33.376, 17.471)
C (1.206, 34.360, 18.386)
C (1.855, 35.524, 17.666)
N (0.991, 36.016, 16.555)
O (1.607, 37.073, 15.815)
C (1.902, 36.724, 18.779)
C (3.267, 35.023, 17.203)
C (-0.963, 35.969, 15.142)
H (0.266, 33.811, 13.903)
H (1.755, 33.954, 14.993)
H (1.361, 35.264, 13.935)
H (-1.347, 34.553, 17.222)
H (-1.062, 33.319, 16.086)
H (1.155, 32.746, 16.884)
H (-0.080, 32.696, 18.108)
H (1.943, 33.807, 18.970)
H (0.443, 34.711, 19.080)
H (2.297, 37.659, 18.381)
H (0.879, 36.899, 19.111)
H (2.426, 36.482, 19.704)
H (3.914, 34.713, 18.024)
H (3.147, 33.977, 16.918)
H (3.874, 35.538, 16.459)
H (-1.698, 36.341, 15.855)
H (-1.606, 35.551, 14.367)
H (-0.680, 36.938, 14.731)
H (1.183, 37.896, 16.073)
C (7.969, 34.998, 15.716)
C (7.910, 36.448, 15.896)
C (6.771, 36.736, 16.956)
C (6.889, 38.150, 17.578)
C (8.309, 38.366, 18.086)
C (9.522, 38.126, 17.122)
N (9.237, 36.862, 16.409)
O (10.309, 36.324, 15.747)
C (9.669, 39.347, 16.158)
C (10.813, 37.963, 17.993)
C (7.522, 37.253, 14.610)
H (6.983, 34.609, 15.463)
H (8.195, 34.538, 16.678)
H (8.793, 34.615, 15.113)
H (5.880, 36.765, 16.328)
H (6.624, 36.037, 17.779)
H (6.213, 38.211, 18.431)
H (6.646, 38.927, 16.854)
H (8.507, 38.026, 19.102)
H (8.550, 39.392, 18.365)
H (10.380, 39.018, 15.401)
H (8.755, 39.654, 15.650)
H (10.183, 40.117, 16.734)
H (11.330, 38.916, 18.098)
H (10.716, 37.660, 19.035)
H (11.535, 37.296, 17.522)
H (7.259, 38.292, 14.806)
H (6.584, 36.918, 14.168)
H (8.346, 37.303, 13.898)
H (10.255, 36.845, 14.943)
C (11.437, 30.756, 25.200)
C (10.814, 29.903, 26.340)
C (11.859, 28.880, 26.891)
C (11.542, 28.229, 28.204)
C (11.179, 29.279, 29.253)
C (10.071, 30.361, 28.807)
N (10.402, 30.880, 27.416)
O (9.601, 31.906, 26.917)
C (8.698, 29.757, 28.771)
C (10.031, 31.434, 29.919)
C (9.657, 29.091, 25.735)
H (10.853, 31.174, 24.380)
H (12.105, 30.134, 24.604)
H (12.059, 31.500, 25.698)
H (11.880, 28.023, 26.218)
H (12.892, 29.228, 26.868)
H (12.340, 27.723, 28.747)
H (10.751, 27.489, 28.084)
H (11.990, 29.858, 29.695)
H (10.950, 28.697, 30.146)
H (8.251, 29.807, 29.764)
H (7.999, 30.326, 28.158)
H (8.669, 28.741, 28.378)
H (9.347, 32.257, 29.708)
H (9.865, 31.036, 30.920)
H (11.003, 31.911, 30.042)
H (9.861, 28.672, 24.750)
H (8.878, 29.822, 25.516)
H (9.321, 28.286, 26.389)
H (10.172, 32.665, 27.055)
C (9.779, 34.535, 20.399)
C (8.745, 34.667, 21.580)
C (7.489, 35.346, 20.941)
C (6.501, 34.469, 20.257)
C (6.253, 33.161, 21.093)
C (7.486, 32.390, 21.517)
N (8.370, 33.365, 22.182)
O (9.529, 32.859, 22.830)
C (7.079, 31.316, 22.559)
C (8.155, 31.718, 20.257)
C (9.311, 35.690, 22.666)
H (9.423, 34.271, 19.403)
H (10.617, 33.883, 20.646)
H (10.329, 35.466, 20.260)
H (7.033, 35.908, 21.756)
H (7.973, 36.003, 20.217)
H (6.856, 34.179, 19.268)
H (5.596, 34.984, 19.933)
H (5.773, 32.317, 20.599)
H (5.626, 33.606, 21.865)
H (6.533, 31.690, 23.425)
H (6.543, 30.434, 22.209)
H (7.949, 30.946, 23.102)
H (7.844, 30.688, 20.081)
H (8.074, 32.229, 19.297)
H (9.234, 31.658, 20.397)
H (10.165, 35.208, 23.142)
H (8.543, 35.931, 23.401)
H (9.615, 36.637, 22.219)
H (9.357, 32.996, 23.765)
C (14.435, 34.754, 24.114)
C (13.952, 36.211, 24.185)
C (15.083, 37.061, 24.768)
C (14.881, 38.585, 24.534)
C (14.728, 38.868, 23.003)
C (13.597, 38.030, 22.307)
N (13.664, 36.637, 22.773)
O (12.889, 35.782, 22.062)
C (12.210, 38.735, 22.662)
C (13.840, 38.122, 20.712)
C (12.624, 36.427, 25.062)
H (13.758, 34.068, 23.605)
H (14.844, 34.307, 25.020)
H (15.281, 34.840, 23.432)
H (15.152, 36.924, 25.847)
H (16.025, 36.785, 24.294)
H (15.714, 39.195, 24.882)
H (14.037, 38.963, 25.111)
H (15.675, 38.654, 22.506)
H (14.493, 39.931, 22.946)
H (12.310, 39.252, 23.617)
H (11.923, 39.454, 21.895)
H (11.418, 37.994, 22.776)
H (13.018, 37.594, 20.228)
H (13.848, 39.167, 20.400)
H (14.733, 37.600, 20.370)
H (12.289, 37.464, 25.048)
H (12.681, 36.148, 26.114)
H (11.845, 35.743, 24.723)
H (13.520, 35.126, 21.758)
C (9.490, 26.417, 18.134)
C (9.825, 27.414, 19.332)
C (8.564, 27.778, 20.186)
C (8.933, 28.055, 21.674)
C (9.805, 26.843, 22.232)
C (11.096, 26.708, 21.488)
N (10.925, 26.654, 20.065)
O (11.975, 26.314, 19.411)
C (12.241, 27.806, 21.727)
C (11.634, 25.396, 22.071)
C (10.376, 28.689, 18.704)
H (9.288, 25.404, 18.481)
H (10.208, 26.331, 17.318)
H (8.571, 26.695, 17.618)
H (8.135, 28.667, 19.722)
H (7.960, 26.885, 20.026)
H (8.043, 28.304, 22.251)
H (9.505, 28.981, 21.723)
H (9.262, 25.899, 22.194)
H (10.057, 27.179, 23.238)
H (13.192, 27.519, 21.277)
H (11.990, 28.812, 21.393)
H (12.431, 27.995, 22.783)
H (11.866, 25.528, 23.128)
H (11.003, 24.508, 22.063)
H (12.514, 24.948, 21.609)
H (10.868, 29.317, 19.447)
H (9.678, 29.360, 18.203)
H (11.220, 28.502, 18.040)
H (11.902, 25.360, 19.330)
C (8.110, 39.050, 23.634)
C (7.568, 40.103, 22.720)
C (6.288, 40.784, 23.292)
C (6.556, 41.777, 24.358)
C (7.657, 42.699, 23.925)
C (9.018, 42.131, 23.444)
N (8.585, 41.105, 22.390)
O (9.564, 40.526, 21.591)
C (9.753, 43.283, 22.752)
C (9.918, 41.553, 24.580)
C (7.045, 39.392, 21.431)
H (7.723, 39.270, 24.629)
H (9.184, 38.968, 23.795)
H (7.784, 38.027, 23.446)
H (5.562, 41.097, 22.542)
H (5.705, 39.974, 23.731)
H (6.745, 41.236, 25.285)
H (5.632, 42.334, 24.512)
H (7.757, 43.252, 24.858)
H (7.285, 43.376, 23.156)
H (10.512, 42.841, 22.105)
H (9.092, 43.804, 22.059)
H (10.371, 43.902, 23.402)
H (9.326, 40.762, 25.040)
H (10.959, 41.392, 24.297)
H (9.983, 42.324, 25.348)
H (6.996, 40.139, 20.638)
H (6.049, 38.962, 21.543)
H (7.781, 38.655, 21.112)
H (9.573, 41.173, 20.882)
C (6.103, 29.011, 14.065)
C (5.985, 28.956, 15.704)
C (6.877, 30.050, 16.367)
C (6.261, 31.432, 16.287)
C (4.800, 31.435, 16.911)
C (3.847, 30.434, 16.316)
N (4.587, 29.132, 16.207)
O (3.755, 27.995, 15.890)
C (2.738, 30.129, 17.406)
C (3.309, 30.926, 15.039)
C (6.502, 27.500, 15.924)
H (5.944, 30.036, 13.728)
H (5.391, 28.421, 13.486)
H (7.146, 29.003, 13.750)
H (7.063, 29.818, 17.415)
H (7.847, 30.178, 15.887)
H (6.164, 31.811, 15.269)
H (6.820, 32.168, 16.864)
H (4.505, 32.386, 16.468)
H (4.772, 31.657, 17.978)
H (3.073, 30.379, 18.413)
H (1.908, 30.790, 17.154)
H (2.326, 29.120, 17.409)
H (2.806, 31.893, 15.070)
H (3.986, 31.051, 14.194)
H (2.556, 30.229, 14.672)
H (6.303, 27.226, 16.960)
H (7.586, 27.547, 15.828)
H (6.173, 26.699, 15.262)
H (3.524, 28.276, 15.002)

---

# 2
Molecular formula: C73H78BBr2N12O6S2
Method: DFT, ωB97M-V/def2-TZVPD

As for the LUMO energy: 0.7 eV. The total charge is -1. As for the gap between HOMO and LUMO: 4.921 eV. As for the HOMO energy: -4.22 eV. The total energy is -9905.3151 Ha.

Positions of all 174 atoms, in Å:
C (4.175, -0.738, 3.950)
C (3.848, 0.212, 2.812)
B (4.094, -0.380, 1.296)
C (5.576, 0.215, 0.923)
C (6.610, -0.847, 0.228)
C (7.386, 0.000, -0.987)
S (8.193, 1.602, -0.328)
C (7.605, 2.979, -1.502)
S (8.079, 2.808, -3.147)
N (6.758, 4.163, -1.085)
C (5.540, 4.245, -0.170)
C (5.060, 5.823, -0.156)
N (5.961, 6.647, -1.078)
C (6.968, 5.605, -1.595)
O (3.094, -0.070, 0.223)
C (1.952, -1.044, 0.159)
C (0.908, -0.192, 1.161)
O (1.094, 1.249, 0.933)
C (-0.169, 1.998, 0.977)
C (-1.515, 1.707, 0.081)
C (-2.899, 2.598, 0.121)
C (-4.187, 2.250, -0.864)
C (-2.992, 3.870, 1.151)
C (-1.675, 4.208, 2.068)
C (-0.261, 3.319, 2.000)
C (0.963, 3.842, 2.956)
C (1.123, 2.982, 4.349)
C (2.392, 4.001, 2.111)
C (1.036, -1.119, -1.194)
C (1.094, 0.189, -2.170)
O (-0.062, 0.517, -2.811)
O (2.262, 1.024, -2.482)
C (2.711, -2.354, 0.703)
N (1.801, -2.909, 1.818)
C (0.675, -3.514, 1.261)
O (-0.275, -4.377, 0.839)
C (3.389, -3.526, -0.162)
Br (3.474, -5.451, 0.535)
C (4.078, -3.419, -1.502)
C (4.748, -4.737, -2.287)
Br (4.278, -1.673, -2.418)
O (3.880, -1.826, 1.484)
H (5.012, -0.487, 4.733)
H (3.572, -1.754, 4.092)
H (3.452, 1.284, 3.071)
H (6.048, 0.658, 1.917)
H (5.390, 1.148, 0.202)
H (7.466, -1.056, 1.031)
H (6.131, -1.847, -0.144)
H (8.262, -0.602, -1.478)
H (6.551, 0.354, -1.728)
H (5.045, 3.345, 0.407)
H (4.135, 6.220, 0.474)
H (7.810, 5.972, -2.342)
H (1.168, -0.379, 2.311)
H (-0.211, -0.564, 1.042)
H (-1.493, 0.792, -0.648)
H (-5.171, 2.772, -0.479)
H (-3.934, 2.771, -1.908)
H (-4.303, 1.105, -1.080)
H (-3.938, 4.551, 1.263)
H (-1.712, 5.129, 2.824)
H (0.692, 4.955, 3.291)
H (2.095, 2.334, 4.421)
H (0.160, 2.324, 4.520)
H (1.178, 3.760, 5.244)
H (2.707, 5.146, 2.124)
H (3.280, 3.403, 2.589)
H (2.220, 3.693, 0.974)
H (1.428, -2.064, -1.810)
H (-0.114, -1.363, -0.984)
H (2.094, 1.949, -2.137)
H (3.961, -5.631, -2.376)
H (4.980, -4.423, -3.412)
H (5.764, -5.076, -1.816)
N (-6.685, 0.106, -0.519)
C (-7.530, -0.720, -1.175)
C (-8.229, -1.750, -0.565)
C (-8.048, -1.950, 0.799)
C (-7.182, -1.118, 1.501)
C (-6.531, -0.113, 0.805)
H (-7.635, -0.525, -2.238)
H (-8.897, -2.380, -1.140)
H (-8.577, -2.749, 1.311)
H (-7.019, -1.249, 2.565)
H (-5.848, 0.565, 1.309)
N (-9.579, -2.255, -3.487)
C (-9.253, -3.518, -3.839)
C (-9.588, -4.089, -5.057)
C (-10.303, -3.322, -5.969)
C (-10.655, -2.018, -5.635)
C (-10.273, -1.534, -4.394)
H (-8.698, -4.078, -3.092)
H (-9.297, -5.108, -5.287)
H (-10.585, -3.735, -6.933)
H (-11.214, -1.394, -6.324)
H (-10.520, -0.521, -4.088)
N (-2.005, 5.660, 6.156)
C (-2.631, 4.689, 5.456)
C (-4.008, 4.594, 5.330)
C (-4.794, 5.551, 5.963)
C (-4.179, 6.563, 6.693)
C (-2.795, 6.576, 6.758)
H (-1.975, 3.964, 4.984)
H (-4.456, 3.794, 4.753)
H (-5.876, 5.509, 5.888)
H (-4.763, 7.324, 7.199)
H (-2.268, 7.348, 7.313)
N (4.104, 3.515, -8.014)
C (5.217, 4.128, -7.555)
C (5.588, 4.152, -6.220)
C (4.767, 3.514, -5.296)
C (3.612, 2.876, -5.739)
C (3.328, 2.902, -7.094)
H (5.824, 4.614, -8.313)
H (6.495, 4.658, -5.907)
H (5.024, 3.513, -4.241)
H (2.951, 2.370, -5.044)
H (2.440, 2.415, -7.489)
N (-6.708, -6.194, -0.966)
C (-6.404, -4.987, -0.441)
C (-5.304, -4.754, 0.368)
C (-4.464, -5.823, 0.661)
C (-4.751, -7.079, 0.136)
C (-5.873, -7.212, -0.666)
H (-7.092, -4.185, -0.696)
H (-5.106, -3.763, 0.760)
H (-3.592, -5.679, 1.292)
H (-4.117, -7.932, 0.345)
H (-6.138, -8.171, -1.102)
N (6.876, 6.330, -10.186)
C (5.621, 6.224, -10.674)
C (5.071, 7.110, -11.586)
C (5.854, 8.174, -12.024)
C (7.150, 8.311, -11.538)
C (7.612, 7.371, -10.630)
H (5.049, 5.380, -10.300)
H (4.058, 6.975, -11.946)
H (5.457, 8.890, -12.737)
H (7.785, 9.129, -11.859)
H (8.618, 7.433, -10.225)
N (-7.327, 6.202, 8.513)
C (-8.173, 5.377, 7.858)
C (-8.871, 4.347, 8.467)
C (-8.690, 4.146, 9.831)
C (-7.825, 4.979, 10.533)
C (-7.174, 5.984, 9.837)
H (-8.278, 5.572, 6.794)
H (-9.540, 3.716, 7.892)
H (-9.220, 3.348, 10.344)
H (-7.662, 4.848, 11.597)
H (-6.491, 6.662, 10.341)
N (8.685, -7.006, 2.923)
C (8.402, -8.287, 3.243)
C (7.132, -8.837, 3.168)
C (6.086, -8.024, 2.744)
C (6.347, -6.699, 2.409)
C (7.650, -6.241, 2.512)
H (9.250, -8.880, 3.572)
H (6.962, -9.874, 3.436)
H (5.077, -8.420, 2.674)
H (5.554, -6.040, 2.075)
H (7.905, -5.216, 2.258)
N (-2.549, -9.400, 0.905)
C (-2.213, -9.606, 2.198)
C (-1.076, -10.289, 2.599)
C (-0.234, -10.799, 1.617)
C (-0.554, -10.605, 0.277)
C (-1.711, -9.905, -0.026)
H (-2.904, -9.192, 2.927)
H (-0.854, -10.422, 3.652)
H (0.666, -11.341, 1.893)
H (0.082, -10.990, -0.512)
H (-2.002, -9.724, -1.057)